# 1
Formula: C5H14N2PS
Source: the Open Molecules 2025 dataset
Level of theory: wB97M-V/def2-TZVPD

```
23
Properties=species:S:1:pos:R:3:forces:R:3:mulliken_charge:R:1
C 1.32791 1.14423 0.15820 0.73 0.77 -0.99 0.545
C -2.49457 -1.68229 -0.34787 -1.83 1.63 1.23 -1.005
C -3.28576 0.61731 -0.33659 0.97 -0.43 -1.53 -0.928
C 3.45305 0.44667 -0.64498 -0.12 -2.94 0.20 -1.125
C 2.60596 -0.38265 1.53930 -2.92 -1.85 0.91 -0.853
N -2.22025 -0.28972 -0.74895 -0.04 -1.56 -2.00 -0.312
N 2.37302 0.42767 0.30037 -0.12 -1.05 1.79 0.094
P -0.19351 1.58637 0.84218 -0.79 0.62 0.61 -0.159
S 0.80332 2.37084 -0.96162 0.29 -0.99 0.69 -0.095
H -1.93543 -2.35816 -0.89028 1.21 -1.33 -1.32 0.395
H -2.22980 -1.78500 0.67356 0.17 -0.31 1.20 0.333
H -3.57745 -1.91633 -0.43130 0.56 -0.03 -0.08 0.309
H -2.92144 0.89546 0.59889 -0.32 1.27 1.93 0.357
H -3.37708 1.44590 -1.04322 0.05 0.02 0.35 0.305
H -4.20185 0.08614 -0.26041 -1.07 -0.20 0.18 0.344
H 4.03731 1.26548 -0.43149 1.30 2.21 -0.30 0.395
H 4.08743 -0.43599 -0.41526 -0.45 0.44 -0.40 0.372
H 3.00306 0.31611 -1.60877 0.37 0.46 -0.78 0.465
H 1.75413 -0.11798 2.29162 1.71 -0.31 -1.25 0.314
H 2.46561 -1.57272 1.38595 0.61 2.89 -0.13 0.307
H 3.57746 -0.15394 1.97142 -0.05 0.01 -0.17 0.390
H -2.22436 -0.41206 -1.75866 0.16 0.82 -0.08 0.241
H -0.82676 0.50466 0.11790 -0.43 -0.16 -0.03 0.313
```
Forces are in eV/Å.

Its LUMO energy is -4.0 eV. The multiplicity is 1. Its net charge is +1. The value obtained for the highest occupied orbital energy is -12.41 eV.

# 2
Formula: C24H42NO7
Source: the Open Molecules 2025 dataset
Level of theory: wB97M-V/def2-TZVPD

```
74
Properties=species:S:1:pos:R:3:forces:R:3:mulliken_charge:R:1
C 1.11495 -0.96829 -0.04254 -0.68 0.19 0.00 0.139
C 2.28722 -0.52507 -0.84970 -1.19 -0.02 0.98 0.470
O 3.37128 -0.95783 -0.63980 2.12 -0.75 -0.08 -0.632
O 2.02724 0.39023 -1.76844 -0.41 0.37 -0.81 -0.072
C 3.01233 0.49912 -2.79668 0.33 -0.12 -0.56 -0.649
C 2.45680 1.22405 -4.01706 0.06 0.49 0.48 -0.897
C 1.43254 2.34291 -3.69768 0.14 -0.77 -0.67 -0.916
C 0.05453 1.98062 -4.31082 0.59 1.36 0.87 0.209
C -1.06171 2.75899 -3.58638 0.15 -0.33 -0.60 -1.725
C -2.49818 2.18330 -3.64691 0.19 -0.34 0.49 0.650
C -3.22626 2.18453 -2.28053 -0.09 -0.47 -1.08 -2.100
C -2.82589 1.05687 -1.30658 -0.12 1.12 2.13 2.042
C -1.89314 1.65864 -0.23233 -0.01 0.18 -0.01 -2.124
C -4.07070 0.55449 -0.51681 0.72 -1.11 -0.81 -1.749
N -2.08096 -0.04182 -1.94915 0.04 1.26 -1.31 -0.018
O -0.81042 0.15624 -1.98650 -0.07 -0.25 0.30 -0.192
C -2.58671 -0.41964 -3.28369 0.27 -1.53 -0.92 2.089
C -1.60824 -1.48874 -3.84289 -0.81 0.22 -0.12 -1.771
C -3.94432 -1.12345 -3.22865 -0.21 0.54 0.59 -2.121
C -2.68236 0.78046 -4.26680 -0.32 0.18 0.49 -2.066
H 0.36482 -1.45220 -0.66109 0.00 0.01 -0.16 0.090
H 1.42538 -1.66221 0.71766 0.26 -0.20 0.20 -0.231
H 0.61116 -0.12942 0.42701 -0.02 0.21 -0.02 0.123
H 3.92969 0.96614 -2.44923 -0.08 0.21 0.42 0.331
H 3.28819 -0.50593 -3.10122 0.16 -0.20 0.09 0.395
H 3.31051 1.65669 -4.53418 0.16 -0.06 -0.11 0.375
H 2.04400 0.48306 -4.69220 -0.33 -0.03 -0.16 0.433
H 1.81400 3.26848 -4.12127 -0.15 0.26 0.05 0.558
H 1.35484 2.46874 -2.62309 -0.09 0.00 0.14 0.475
H -0.03124 0.90890 -4.22707 -0.37 -0.21 -0.11 -0.319
H 0.09962 2.33401 -5.33920 -0.19 -0.59 -0.36 0.362
H -1.09557 3.74338 -4.04902 -0.02 0.24 0.02 0.453
H -0.71751 2.94520 -2.57817 -0.21 -0.20 0.39 0.437
H -3.08504 2.85430 -4.26560 -0.04 0.14 -0.22 0.814
H -4.28650 2.07945 -2.51407 -0.13 -0.01 0.00 0.654
H -3.12106 3.15331 -1.80492 0.11 0.14 0.23 0.332
H -1.35314 0.89236 0.31428 0.03 -0.14 -0.02 0.423
H -2.49669 2.19967 0.48928 -0.18 0.17 0.02 0.617
H -1.18663 2.37128 -0.64092 0.27 -0.12 -0.11 0.311
H -4.07696 -0.52978 -0.60378 -0.26 -0.16 0.07 0.344
H -3.96205 0.75351 0.53781 -0.23 0.28 0.21 0.523
H -5.00166 0.92604 -0.92490 -0.19 0.17 0.14 0.303
H -1.24097 -2.11514 -3.03994 0.32 -0.04 0.05 0.296
H -2.19636 -2.11629 -4.50607 0.04 -0.20 -0.18 0.545
H -0.82588 -1.06092 -4.45503 0.44 0.03 0.29 0.279
H -3.93728 -1.94558 -2.51927 0.03 -0.20 0.04 0.385
H -4.74955 -0.44320 -2.95411 -0.07 0.06 0.10 0.400
H -4.17703 -1.50082 -4.21620 -0.04 -0.09 -0.17 0.578
H -2.05374 0.57657 -5.12629 0.27 0.27 -0.07 0.469
H -3.70070 0.76628 -4.64807 -0.18 0.03 -0.13 0.671
O -0.10510 -3.43787 2.06351 -0.18 -0.04 0.15 -0.593
C 0.59130 -3.62582 3.01938 0.18 0.21 -0.28 0.518
O 0.13121 -3.58005 4.29135 0.00 -0.09 -0.08 -0.378
C 1.22702 -3.73534 5.21711 0.13 -0.02 0.16 0.058
C 2.32082 -4.43290 4.42666 0.17 -0.03 -0.09 -0.566
C 2.08421 -3.89727 3.01775 -0.03 -0.36 0.43 -0.415
H 1.53405 -2.74856 5.56107 0.01 -0.02 0.00 -0.129
H 0.89589 -4.31928 6.07266 -0.20 0.06 -0.05 0.324
H 3.31864 -4.23845 4.81494 -0.05 0.08 0.05 0.323
H 2.15862 -5.51240 4.44066 -0.01 0.01 0.01 0.282
H 2.61125 -2.95745 2.84322 -0.01 -0.01 -0.11 0.233
H 2.34324 -4.62060 2.24981 -0.02 0.21 -0.20 0.352
O 3.11082 -1.44384 6.78035 -0.06 0.05 0.20 -0.587
C 2.74070 -0.30538 6.74656 0.01 -0.17 -0.32 0.535
O 1.95797 0.24500 7.70424 0.09 -0.03 -0.02 -0.360
C 1.59121 1.58534 7.33171 -0.04 0.21 -0.02 -0.426
C 2.65263 2.02692 6.33570 0.06 0.05 -0.16 -0.485
C 3.01462 0.71043 5.65448 0.05 0.42 0.34 -0.385
H 0.59222 1.56001 6.89139 0.01 -0.03 -0.02 0.269
H 1.56681 2.20970 8.22169 -0.02 -0.16 0.10 0.305
H 2.30566 2.80028 5.65304 -0.07 -0.03 0.02 0.332
H 3.52205 2.41506 6.86867 -0.03 0.01 0.01 0.261
H 2.36354 0.49570 4.80527 0.06 -0.08 -0.03 0.225
H 4.05597 0.67528 5.34754 -0.05 -0.23 -0.14 0.312
```
Forces are in eV/Å.

Its expectation value of S² is 0.75. Its LUMO energy (alpha / beta) is 0.5 / 0.3 eV. The multiplicity is 2. Its net charge is 0. The value obtained for the highest occupied orbital energy (alpha / beta) is -8.44 / -9.46 eV.

# 3
Formula: C5H9N
Source: the Open Molecules 2025 dataset
Level of theory: wB97M-V/def2-TZVPD

```
15
Properties=species:S:1:pos:R:3:forces:R:3:mulliken_charge:R:1
C 1.00217 -0.90801 -0.54099 -2.37 0.65 0.03 -0.490
C 1.03158 -0.71779 0.77441 0.43 0.73 -0.59 -0.266
C 0.05833 0.28934 1.43536 0.07 -1.47 0.24 -0.678
N -0.60881 1.18522 0.44833 2.82 0.65 0.48 -0.462
C -1.21547 0.40177 -0.62476 0.43 0.14 0.48 -0.503
C -0.17614 -0.38146 -1.37672 2.55 -0.30 -1.85 -0.442
H 1.64877 -1.49710 -1.14905 0.86 -0.44 0.20 0.391
H 1.90022 -1.12522 1.28232 -0.28 0.05 0.57 0.352
H 0.61228 0.88070 2.14930 0.32 0.48 -0.02 0.327
H -0.61089 -0.30139 2.13771 -0.02 0.78 -1.18 0.287
H 0.26604 1.72610 0.03822 -2.46 -1.20 0.81 0.301
H -1.60083 1.12282 -1.32253 -0.93 0.13 -0.17 0.289
H -1.99385 -0.20870 -0.12807 0.23 0.18 -0.63 0.307
H -0.52007 -1.26882 -1.94287 -0.38 0.52 0.24 0.369
H 0.35721 0.27185 -2.20714 -1.27 -0.91 1.40 0.218
```
Forces are in eV/Å.

Its LUMO energy is 1.1 eV. The multiplicity is 1. The structure (SMILES) is C1=CCNCC1. Its net charge is 0. The value obtained for the highest occupied orbital energy is -8.97 eV.

Values of relative energy (zero: lowest compared OMol25 entry of this formula, charge and spin), in order: 258.0, 66.5, 132.5, all in kJ/mol.